This record from the OMol25 dataset describes 12 unconnected molecules or ions with the total composition C35H100F6N8O11P. The level of theory is wB97M-V/def2-TZVPD.

Values from the calculation:
- multiplicity = 1
- gap between HOMO and LUMO (eV) = 8.069
- energy relative to the best compared isomer or geometry (same formula, charge and spin) (kJ/mol) = 0.0
- highest occupied orbital energy (eV) = -5.9423
- charge = -1
- E (eV) = -97955.149

Bonds (Å) are listed after each position.
CARTESIAN COORDINATES (ANGSTROEM)
1 P -1.63390 0.20392 0.66815  F2 1.664, F3 1.664, F4 1.637, F5 1.644, F6 1.631, F7 1.598
2 F -1.59279 1.74307 0.03622  P1 1.664
3 F -0.01223 0.09435 0.31228  P1 1.664
4 F -1.37741 0.81509 2.16551  P1 1.637
5 F -1.66993 -1.33426 1.24736  P1 1.644
6 F -3.23126 0.35708 0.96235  P1 1.631
7 F -2.00303 -0.28056 -0.80923  P1 1.598
8 C 1.76234 3.06005 -0.15491  C9 1.534, H14 1.090, H15 1.090, H16 1.090
9 C 2.38412 3.38105 -1.51957  C8 1.534, C10 1.557, N13 1.472, H17 1.090
10 C 3.90400 3.68288 -1.36909  C9 1.557, O11 1.445, H18 1.090, H19 1.090
11 O 4.56015 2.42004 -1.12071  C10 1.445, C12 1.435
12 C 5.82428 2.62804 -0.47384  O11 1.435, H20 1.090, H21 1.090, H22 1.090
13 N 1.99061 2.36914 -2.51369  C9 1.472, H23 1.010, H24 1.010
14 H 2.39411 2.44557 0.48648  C8 1.090
15 H 0.74100 2.67968 -0.17173  C8 1.090
16 H 1.74990 4.01175 0.37632  C8 1.090
17 H 2.02442 4.35823 -1.84180  C9 1.090
18 H 4.05202 4.42200 -0.58176  C10 1.090
19 H 4.33588 3.99481 -2.32002  C10 1.090
20 H 6.33316 3.41443 -1.03127  C12 1.090
21 H 6.38168 1.69512 -0.55792  C12 1.090
22 H 5.76989 2.85421 0.59105  C12 1.090
23 H 2.32242 1.49775 -2.12552  N13 1.010
24 H 2.74318 2.41401 -3.18580  N13 1.010
25 C 5.75243 -1.77608 3.24415  C26 1.500, H31 1.090, H32 1.090, H33 1.090
26 C 6.22920 -2.01506 1.84172  C25 1.500, C27 1.531, N30 1.436, H34 1.090
27 C 5.61946 -1.14455 0.74016  C26 1.531, O28 1.439, H35 1.090, H36 1.090
28 O 4.23487 -1.52735 0.65499  C27 1.439, C29 1.462
29 C 3.36079 -0.48618 0.11805  O28 1.462, H37 1.090, H38 1.090, H39 1.090
30 N 7.64178 -1.77057 1.92076  C26 1.436, H40 1.010, H41 1.010
31 H 4.70489 -2.07443 3.28591  C25 1.090
32 H 5.80333 -0.71107 3.47055  C25 1.090
33 H 6.30657 -2.21400 4.07436  C25 1.090
34 H 6.02533 -3.05913 1.60413  C26 1.090
35 H 6.08130 -1.32046 -0.23137  C27 1.090
36 H 5.67975 -0.07647 0.94909  C27 1.090
37 H 2.38664 -0.85418 -0.20400  C29 1.090
38 H 3.74227 -0.03415 -0.79751  C29 1.090
39 H 3.30114 0.35606 0.80737  C29 1.090
40 H 8.02380 -2.09523 2.79755  N30 1.010
41 H 7.74206 -0.76560 1.92929  N30 1.010
42 C 1.18074 -3.58448 5.14275  C43 1.527, H48 1.090, H49 1.090, H50 1.090
43 C 0.74312 -2.26928 4.50274  C42 1.527, C44 1.545, N47 1.449, H51 1.090
44 C 1.91284 -1.26816 4.37823  C43 1.545, O45 1.424, H52 1.090, H53 1.090
45 O 2.13429 -0.62964 5.63196  C44 1.424, C46 1.405
46 C 3.01055 0.44283 5.39564  O45 1.405, H54 1.090, H55 1.090, H56 1.090
47 N 0.22437 -2.64923 3.20369  C43 1.449, H57 1.010, H58 1.010
48 H 1.49769 -3.41084 6.17110  C42 1.090
49 H 1.97415 -4.00912 4.52771  C42 1.090
50 H 0.44055 -4.37867 5.24008  C42 1.090
51 H -0.06514 -1.81445 5.07543  C43 1.090
52 H 1.73094 -0.57525 3.55671  C44 1.090
53 H 2.74068 -1.91187 4.08087  C44 1.090
54 H 2.47524 1.21400 4.84172  C46 1.090
55 H 3.92078 0.15027 4.87220  C46 1.090
56 H 3.23465 0.80512 6.39895  C46 1.090
57 H 0.93002 -3.11112 2.64799  N47 1.010
58 H -0.05953 -1.81121 2.71663  N47 1.010
59 C 4.07650 5.10878 2.27939  C60 1.502, H65 1.090, H66 1.090, H67 1.090
60 C 3.59568 5.27186 3.69336  C59 1.502, C61 1.551, N64 1.417, H68 1.090
61 C 2.48349 4.23407 3.99822  C60 1.551, O62 1.410, H69 1.090, H70 1.090
62 O 1.40847 4.23893 3.08533  C61 1.410, C63 1.466
63 C 0.56909 3.03670 3.10884  O62 1.466, H71 1.090, H72 1.090, H73 1.090
64 N 4.73775 5.20675 4.52929  C60 1.417, H74 1.010, H75 1.010
65 H 4.90168 5.77590 2.03013  C59 1.090
66 H 3.34065 5.46481 1.55838  C59 1.090
67 H 4.24257 4.07225 1.98594  C59 1.090
68 H 3.13279 6.25432 3.78613  C60 1.090
69 H 2.16456 4.23745 5.04051  C61 1.090
70 H 3.02338 3.28840 3.95004  C61 1.090
71 H 0.20746 2.93436 4.13200  C63 1.090
72 H 1.02447 2.11655 2.74270  C63 1.090
73 H -0.21975 3.15030 2.36525  C63 1.090
74 H 5.32579 5.95441 4.18969  N64 1.010
75 H 4.44719 5.56157 5.42916  N64 1.010
76 C 4.03248 -2.72714 -3.90292  C77 1.520, H82 1.090, H83 1.090, H84 1.090
77 C 3.21695 -1.76648 -4.75373  C76 1.520, C78 1.571, N81 1.421, H85 1.090
78 C 2.01145 -1.22047 -3.90624  C77 1.571, O79 1.402, H86 1.090, H87 1.090
79 O 1.21892 -2.28674 -3.45905  C78 1.402, C80 1.368
80 C 0.02007 -1.85759 -2.95829  O79 1.368, H88 1.090, H89 1.090, H90 1.090
81 N 4.05928 -0.76138 -5.30113  C77 1.421, H91 1.010, H92 1.010
82 H 3.38633 -3.40241 -3.34203  C76 1.090
83 H 4.67113 -2.18192 -3.20798  C76 1.090
84 H 4.72165 -3.24131 -4.57283  C76 1.090
85 H 2.78677 -2.25555 -5.62772  C77 1.090
86 H 1.44318 -0.48414 -4.47456  C78 1.090
87 H 2.35441 -0.68163 -3.02299  C78 1.090
88 H -0.58114 -2.65506 -2.52160  C80 1.090
89 H -0.46313 -1.26804 -3.73743  C80 1.090
90 H 0.21408 -1.20934 -2.10376  C80 1.090
91 H 4.84587 -1.25784 -5.69473  N81 1.010
92 H 3.66339 -0.43679 -6.17176  N81 1.010
93 C -3.21252 -3.83596 -1.16461  C94 1.585, H99 1.090, H100 1.090, H101 1.090
94 C -4.43168 -3.68598 -0.16217  C93 1.585, C95 1.517, N98 1.455, H102 1.090
95 C -4.92171 -5.07167 0.21293  C94 1.517, O96 1.436, H103 1.090, H104 1.090
96 O -6.00849 -4.91719 1.13859  C95 1.436, C97 1.390
97 C -6.30929 -6.14996 1.70489  O96 1.390, H105 1.090, H106 1.090, H107 1.090
98 N -3.99169 -2.84904 0.94305  C94 1.455, H108 1.010, H109 1.010
99 H -3.45299 -4.42039 -2.05271  C93 1.090
100 H -2.32900 -4.28165 -0.70761  C93 1.090
101 H -2.94314 -2.85206 -1.54861  C93 1.090
102 H -5.22429 -3.19714 -0.72865  C94 1.090
103 H -4.09463 -5.69655 0.54995  C95 1.090
104 H -5.20291 -5.57513 -0.71203  C95 1.090
105 H -6.56056 -6.85807 0.91525  C97 1.090
106 H -7.16570 -5.97179 2.35522  C97 1.090
107 H -5.46666 -6.38762 2.35418  C97 1.090
108 H -3.38117 -2.14312 0.55700  N98 1.010
109 H -3.30944 -3.35900 1.48580  N98 1.010
110 C -3.89527 -1.59402 -4.32632  C111 1.526, H116 1.090, H117 1.090, H118 1.090
111 C -4.95745 -0.57453 -3.92332  C110 1.526, C112 1.504, N115 1.440, H119 1.090
112 C -6.33452 -1.02755 -4.32311  C111 1.504, O113 1.409, H120 1.090, H121 1.090
113 O -7.35580 -0.15627 -3.89473  C112 1.409, C114 1.454
114 C -8.65210 -0.64168 -4.34058  O113 1.454, H122 1.090, H123 1.090, H124 1.090
115 N -4.83379 -0.30034 -2.51551  C111 1.440, H125 1.010, H126 1.010
116 H -4.00306 -2.53147 -3.78073  C110 1.090
117 H -2.92956 -1.17884 -4.03801  C110 1.090
118 H -3.80374 -1.82008 -5.38869  C110 1.090
119 H -4.69655 0.39333 -4.35144  C111 1.090
120 H -6.47964 -2.02401 -3.90584  C112 1.090
121 H -6.30820 -1.03983 -5.41272  C112 1.090
122 H -8.94438 -1.60553 -3.92387  C114 1.090
123 H -8.84468 -0.59252 -5.41231  C114 1.090
124 H -9.37126 0.05026 -3.90226  C114 1.090
125 H -5.00041 -1.09780 -1.91852  N115 1.010
126 H -3.85502 -0.08030 -2.39846  N115 1.010
127 C -1.74440 1.56702 -3.45469  C128 1.583, H133 1.090, H134 1.090, H135 1.090
128 C -1.53244 3.10606 -3.75734  C127 1.583, C129 1.503, N132 1.449, H136 1.090
129 C -2.75835 3.94435 -3.98625  C128 1.503, O130 1.419, H137 1.090, H138 1.090
130 O -3.57078 3.28688 -4.94667  C129 1.419, C131 1.426
131 C -3.24655 3.50047 -6.31907  O130 1.426, H139 1.090, H140 1.090, H141 1.090
132 N -0.67152 3.62779 -2.71470  C128 1.449, H142 1.010, H143 1.010
133 H -2.47954 1.11708 -4.12195  C127 1.090
134 H -2.09151 1.54199 -2.42174  C127 1.090
135 H -0.82239 0.98567 -3.46075  C127 1.090
136 H -1.01504 3.12479 -4.71653  C128 1.090
137 H -2.58749 4.97751 -4.28872  C129 1.090
138 H -3.27651 3.98651 -3.02821  C129 1.090
139 H -4.00838 3.09945 -6.98757  C131 1.090
140 H -2.22553 3.15924 -6.48988  C131 1.090
141 H -3.21462 4.58186 -6.45203  C131 1.090
142 H -0.96944 3.41442 -1.77352  N132 1.010
143 H 0.17975 3.08550 -2.75161  N132 1.010
144 C -4.51117 3.29976 -0.30062  O145 1.401, H146 1.090, H147 1.090, H148 1.090
145 O -4.80650 1.94679 -0.51305  C144 1.401, H149 0.960
146 H -3.51170 3.52605 -0.67202  C144 1.090
147 H -5.20107 3.97561 -0.80597  C144 1.090
148 H -4.64218 3.61889 0.73335  C144 1.090
149 H -4.19988 1.44585 0.03711  O145 0.960
150 C -0.99465 1.01475 6.05394  O151 1.415, H152 1.090, H153 1.090, H154 1.090
151 O -1.99383 1.49145 6.93552  C150 1.415, H155 0.960
152 H -0.13596 1.68591 6.07137  C150 1.090
153 H -0.59604 0.06632 6.41409  C150 1.090
154 H -1.18955 1.04110 4.98183  C150 1.090
155 H -2.66825 0.82575 7.08914  O151 0.960
156 C -1.61962 -5.66011 2.95272  O157 1.402, H158 1.090, H159 1.090, H160 1.090
157 O -2.15440 -4.40017 2.64792  C156 1.402, H161 0.960
158 H -0.90692 -5.95955 2.18429  C156 1.090
159 H -1.06821 -5.64262 3.89279  C156 1.090
160 H -2.43497 -6.38346 2.96113  C156 1.090
161 H -1.53592 -3.68629 2.81955  O157 0.960

These are the Löwdin partial charges, in e, on atoms 1 to 99:
1. P 0.273
2. F -0.190
3. F -0.187
4. F -0.164
5. F -0.164
6. F -0.157
7. F -0.148
8. C -0.043
9. C -0.399
10. C -0.169
11. O -0.220
12. C -0.097
13. N 0.061
14. H 0.065
15. H 0.062
16. H 0.068
17. H 0.126
18. H 0.107
19. H 0.121
20. H 0.085
21. H 0.075
22. H 0.075
23. H 0.053
24. H 0.077
25. C -0.077
26. C -0.448
27. C -0.179
28. O -0.193
29. C -0.070
30. N 0.020
31. H 0.056
32. H 0.077
33. H 0.081
34. H 0.140
35. H 0.126
36. H 0.107
37. H 0.076
38. H 0.062
39. H 0.075
40. H 0.064
41. H 0.067
42. C -0.057
43. C -0.406
44. C -0.192
45. O -0.171
46. C -0.107
47. N 0.052
48. H 0.078
49. H 0.078
50. H 0.061
51. H 0.130
52. H 0.122
53. H 0.100
54. H 0.063
55. H 0.076
56. H 0.095
57. H 0.094
58. H 0.057
59. C -0.074
60. C -0.473
61. C -0.212
62. O -0.184
63. C -0.062
64. N 0.034
65. H 0.079
66. H 0.071
67. H 0.072
68. H 0.135
69. H 0.121
70. H 0.103
71. H 0.071
72. H 0.072
73. H 0.083
74. H 0.069
75. H 0.074
76. C -0.053
77. C -0.449
78. C -0.190
79. O -0.184
80. C -0.120
81. N 0.024
82. H 0.080
83. H 0.077
84. H 0.071
85. H 0.132
86. H 0.118
87. H 0.105
88. H 0.092
89. H 0.075
90. H 0.076
91. H 0.065
92. H 0.071
93. C -0.064
94. C -0.398
95. C -0.213
96. O -0.171
97. C -0.137
98. N 0.066
99. H 0.061